The following is a DFT calculation (ωB97M-V/def2-TZVPD) of 5 unconnected molecules or ions with the total composition C6H20NO5.

XYZ file:
```
32
Properties=species:S:1:pos:R:3:nbo_charge:R:1
C 0.4201 -2.0237 0.2172 -0.081
O 0.3609 -2.4855 1.5604 -0.806
C 1.3743 -0.7768 0.1800 -0.088
C 1.2085 0.0439 -1.1340 -0.485
C 0.5015 1.3516 -0.9872 -0.159
C -0.2736 1.8679 -0.0245 -0.236
C -0.9706 3.1634 -0.1518 -0.623
N 2.7092 -1.2497 0.4186 -0.874
H 0.6808 -2.8845 -0.3462 0.156
H -0.5749 -1.6412 -0.0815 0.210
H 0.9809 -0.2306 1.0815 0.192
H 0.4535 -0.5351 -1.9163 0.280
H 2.2658 0.2046 -1.5764 0.207
H 0.6164 2.0236 -1.8946 0.187
H -0.6063 1.3174 0.8528 0.202
H -0.4735 3.9245 0.4337 0.191
H -2.0091 3.1446 0.2175 0.213
H -1.0322 3.5269 -1.0891 0.200
H 2.7113 -2.3028 0.3578 0.367
H 3.1596 -0.9385 1.2817 0.364
H -2.4069 -1.3613 1.5315 0.510
H -3.9358 -1.2750 -0.0058 0.433
O -3.1317 -0.7675 0.3339 -1.201
H -0.5602 -2.3604 1.9242 0.509
H -1.8892 -1.0004 2.7318 0.426
O -2.0729 -1.7443 2.4610 -0.987
H -2.4349 -1.4930 -2.3652 0.430
H -2.2556 -1.0067 -0.8680 0.508
O -1.8530 -1.1452 -1.8603 -1.046
H 2.5014 2.5680 -0.0439 0.465
H 3.3766 1.5920 -0.6057 0.467
O 3.1594 2.4941 -0.6330 -0.928
```

Properties
HOMO energy (eV): -5.17
HOMO-LUMO gap (eV): 8.68
Relative energy (zero: lowest compared OMol25 entry of this formula, charge and spin) (eV): 3.355
Total charge: -1
LUMO level (eV): 3.51

=====

The following is a DFT calculation (ωB97M-V/def2-TZVPD) of 4 unconnected molecules or ions with the total composition C6H20O6.

XYZ file:
```
32
Properties=species:S:1:pos:R:3:nbo_charge:R:1
O 3.2682 -1.0996 -2.1262 -0.724
C 2.1516 -0.2993 -1.7731 -0.097
C 2.5707 0.9770 -1.0919 -0.098
O 3.2835 0.7354 0.1193 -0.747
H 3.6881 -0.7148 -2.9012 0.465
H 1.5402 -0.0209 -2.6412 0.172
H 1.5211 -0.8794 -1.0999 0.189
H 1.7118 1.6055 -0.8498 0.206
H 3.1867 1.5832 -1.7740 0.156
H 4.1527 0.3997 -0.1182 0.481
O -1.2699 -0.4671 0.0413 -0.770
C -2.2290 -1.4614 0.3460 -0.080
C -3.5306 -1.1048 -0.3230 -0.085
O -4.1936 -0.0870 0.4055 -0.717
H -0.5440 -0.4947 0.6799 0.508
H -1.9023 -2.4422 -0.0220 0.160
H -2.3644 -1.5237 1.4327 0.177
H -4.1363 -2.0132 -0.4044 0.163
H -3.2846 -0.7723 -1.3431 0.172
H -5.1340 -0.1384 0.2179 0.471
C -1.0754 2.8468 0.6016 -0.247
O -1.2418 2.2752 -0.6667 -0.752
H -2.0340 3.0654 1.0952 0.158
H -0.4997 2.2117 1.2870 0.163
H -0.5361 3.7942 0.5159 0.165
H -1.3055 1.3180 -0.5386 0.498
C 1.2973 -1.5675 1.8815 -0.259
O 0.9806 -0.1902 1.6838 -0.767
H 0.6633 -2.1884 1.2429 0.168
H 2.3325 -1.7896 1.6175 0.185
H 1.1294 -1.8600 2.9204 0.175
H 1.8035 0.3022 1.5849 0.511
```

Properties
Structure (SMILES): OCCO.OCCO.CO.CO
HOMO energy (eV): -9.44
HOMO-LUMO gap (eV): 10.08
Relative energy (zero: lowest compared OMol25 entry of this formula, charge and spin) (eV): 3.413
LUMO level (eV): 0.63

=====

The following is a DFT calculation (ωB97M-V/def2-TZVPD) of a molecular structure, C6H21AlBO6P2.

XYZ file:
```
37
Properties=species:S:1:pos:R:3:nbo_charge:R:1
C -3.0295 3.7696 -0.0601 -1.043
B -3.0766 2.7355 -1.2555 0.558
O -4.3691 2.2300 -1.5427 -0.980
Al -1.3505 2.0220 -2.3737 0.427
P 0.5210 3.4524 -2.0004 0.418
C 1.7039 2.9196 -3.3407 -0.957
O 1.2608 2.7838 -0.6238 -0.986
P -1.0439 -0.2125 -1.4756 1.809
O -0.2657 -1.2299 -2.2305 -1.135
O -2.5851 -0.7639 -1.1414 -1.024
O -0.5206 -0.2206 0.0744 -1.008
H -2.8584 3.1853 0.8578 0.233
H -3.9754 4.3090 0.0746 0.214
H -2.2010 4.4786 -0.1429 0.229
H -4.4982 1.3392 -1.2001 0.500
H -1.5767 1.7976 -3.9533 -0.347
H 1.1792 2.3859 -4.1369 0.227
H 2.4536 2.2426 -2.9232 0.229
H 2.2122 3.7836 -3.7761 0.203
H 1.8957 3.4211 -0.2868 0.470
H -3.0927 -0.6959 -1.9612 0.481
H -1.0242 0.4021 0.6115 0.488
C 3.0333 -2.1623 3.1240 -0.645
C 2.1785 -3.4127 3.2640 -0.059
O 0.7935 -3.1844 3.1140 -0.545
C 0.4018 -2.6650 1.8408 -0.071
C 0.7178 -3.5739 0.6688 -0.655
H 2.6672 -1.3766 3.7870 0.208
H 4.0674 -2.3900 3.3907 0.202
H 3.0296 -1.7753 2.1049 0.215
H 2.2889 -3.8262 4.2687 0.173
H 2.5243 -4.1800 2.5599 0.155
H 0.8371 -1.6783 1.6722 0.181
H -0.6751 -2.5209 1.9166 0.189
H 1.7914 -3.6587 0.4890 0.192
H 0.2686 -3.1550 -0.2336 0.258
H 0.3168 -4.5757 0.8397 0.195
```

Properties
HOMO energy (eV): -4.24
HOMO-LUMO gap (eV): 7.22
Total charge: -1
LUMO level (eV): 2.99

=====

The following is a DFT calculation (ωB97M-V/def2-TZVPD) of a gas-phase ion, C6H21N4Si (charge +1).

XYZ file:
```
32
Properties=species:S:1:pos:R:3:nbo_charge:R:1
C 1.8477 -2.4707 0.5574 -0.419
N 0.7564 -1.9783 -0.2353 -0.606
C 0.5972 -0.5649 -0.0079 0.086
N 1.7312 0.3056 -0.4087 -0.594
C 2.6927 0.8092 0.6858 -0.422
C -0.6068 0.1378 -0.7184 0.333
C -0.8790 -0.4082 -2.0774 -0.666
N -0.4884 1.5594 -0.6279 -0.677
C -0.5190 2.1345 0.7677 -0.430
N -1.8555 -0.3485 0.2990 -1.161
Si -3.4653 0.0286 0.4225 1.090
H 2.7151 -2.4889 -0.0119 0.177
H 1.9186 -1.8370 1.5042 0.196
H 1.7613 -3.4964 0.7893 0.229
H 0.9420 -2.2644 -1.1644 0.372
H 0.4916 -0.4269 1.0117 0.217
H 2.2933 -0.2560 -1.0845 0.435
H 1.0853 1.0871 -0.7621 0.472
H 3.4186 1.4830 0.2223 0.238
H 2.2055 1.3514 1.4302 0.234
H 3.3768 -0.0608 0.9209 0.239
H -0.6363 -1.4717 -2.1830 0.238
H -1.8842 -0.2879 -2.4104 0.256
H -0.3157 0.1570 -2.8848 0.223
H -1.0938 2.1204 -1.1773 0.417
H -1.5000 2.3815 1.0577 0.222
H -0.1474 1.3944 1.5592 0.208
H 0.1072 3.0538 0.8422 0.218
H -1.7811 -1.3363 0.5591 0.408
H -4.0062 1.2785 -0.1244 -0.172
H -4.2355 -0.9622 -0.3372 -0.200
H -3.6269 -0.1992 1.9118 -0.161
```

Properties
Structure (SMILES): CN[C@@H]([NH2+]C)[C@](C)(NC)N[SiH3]
HOMO energy (eV): -12.24
HOMO-LUMO gap (eV): 9.48
Relative energy (zero: lowest compared OMol25 entry of this formula, charge and spin) (eV): 0.000
Total charge: +1
LUMO level (eV): -2.76

=====

The following is a DFT calculation (ωB97M-V/def2-TZVPD) of a molecular structure, C6H21N5O5RhS.

XYZ file:
```
39
Properties=species:S:1:pos:R:3:lowdin_spin:R:1
O -0.9894 3.4762 1.4690 0.028
H -0.1078 3.8836 1.4237 0.001
Rh 0.3456 -0.0380 0.3353 2.206
N -0.7628 -0.3736 -1.3134 0.164
N 1.4180 -1.4179 -0.5913 0.123
O -1.9948 0.1550 -1.6272 0.029
O 2.6459 -1.9260 -0.1962 0.011
C -0.2703 -1.2671 -2.1770 0.123
C 0.9808 -1.8455 -1.7731 0.148
C -0.9723 -1.6515 -3.4330 0.019
C 1.8069 -2.8128 -2.5383 0.023
H -1.7576 -0.9402 -3.6730 0.001
H -1.4213 -2.6446 -3.3500 0.007
H -0.2663 -1.6989 -4.2633 0.004
H 2.5118 -3.3124 -1.8798 0.001
H 2.3827 -2.3150 -3.3207 0.010
H 1.1887 -3.5635 -3.0252 0.003
H -2.0346 1.0738 -1.2002 0.001
H 2.7849 -1.5628 0.7093 0.002
O -1.2483 -2.9488 1.2848 0.018
H -1.5767 -2.0758 1.0128 0.005
H -0.2886 -2.8739 1.1380 0.003
C 1.4864 1.4935 -0.2600 0.277
H 0.9659 2.3984 0.0553 0.024
H 1.5133 1.4952 -1.3492 0.031
H 2.4682 1.4448 0.2019 0.026
O -2.2105 2.6809 -0.6817 0.000
H -1.8631 3.1617 0.1171 0.000
H -1.8636 3.2398 -1.3898 0.000
N -1.0625 0.9578 1.4195 0.288
N -0.9563 1.0278 2.8275 0.047
C 0.2413 0.6158 3.3153 0.049
N 0.4949 0.9557 4.5845 0.030
S 1.3549 -0.2873 2.3657 0.263
H -2.0520 0.8481 1.1883 0.010
H -0.8465 2.4497 1.3372 0.012
H -1.2920 1.9384 3.1869 0.006
H 1.3890 0.7045 4.9803 0.004
H -0.1418 1.5551 5.0900 0.002
```

Properties
<S²>: 6.022
HOMO energy (alpha / beta) (eV): -10.06 / -12.61
HOMO-LUMO gap (alpha / beta) (eV): 6.20 / 6.62
Spin multiplicity: 5
Relative energy (zero: lowest compared OMol25 entry of this formula, charge and spin) (eV): 0.873
Total charge: +1
LUMO level (alpha / beta) (eV): -3.86 / -5.98

=====

The following is a DFT calculation (ωB97M-V/def2-TZVPD) of 4 unconnected molecules or ions with the total composition C6H21NO3.

XYZ file:
```
31
Properties=species:S:1:pos:R:3:nbo_charge:R:1
C 0.1306 -1.5626 -2.0779 -0.624
C -0.8881 -1.8267 -1.0324 -0.433
C -0.3261 -2.3557 0.2750 -0.217
N 0.0537 -1.3686 1.3640 -0.669
C 1.5736 -1.3683 1.6385 -0.221
C 2.4203 -0.0106 1.7461 -0.402
C 1.7155 1.1676 1.1410 -0.602
H 0.9577 -2.2583 -2.3517 0.221
H -0.4004 -1.1169 -3.0465 0.206
H 0.4848 -0.5924 -1.8029 0.216
H -1.3440 -0.8515 -0.8126 0.202
H -1.7685 -2.5878 -1.1641 0.209
H -0.9372 -3.1575 0.8682 0.186
H 0.4861 -3.0202 0.1428 0.191
H -0.4173 -0.4689 1.3534 0.378
H 1.7642 -1.7255 2.7510 0.183
H 2.1500 -1.9136 0.9338 0.187
H 3.3619 -0.1226 1.1978 0.202
H 2.6389 0.1661 2.8612 0.199
H 2.4102 2.0723 1.0161 0.202
H 0.8688 1.5931 1.6387 0.218
H 1.4476 0.8976 0.2291 0.166
O -3.0531 1.9357 -1.1659 -0.947
H -3.0737 1.4330 -2.0679 0.486
H -2.1724 2.4043 -1.4022 0.474
O -2.7190 2.2464 1.3147 -0.958
H -3.2269 1.6447 0.5728 0.500
H -2.2883 2.8884 0.6816 0.447
O 1.7385 1.6180 -2.3464 -0.954
H 1.2153 2.3927 -2.2851 0.469
H 1.9813 1.2407 -1.4222 0.485
```

Properties
Structure (SMILES): CCCNCCC.O.O.O
HOMO energy (eV): -8.29
HOMO-LUMO gap (eV): 8.11
Relative energy (zero: lowest compared OMol25 entry of this formula, charge and spin) (eV): 3.750
LUMO level (eV): -0.18

=====

The following is a DFT calculation (ωB97M-V/def2-TZVPD) of 6 unconnected molecules or ions with the total composition C6H21NO5.

XYZ file:
```
33
Properties=species:S:1:pos:R:3:nbo_charge:R:1
C -0.0044 -0.4531 -2.8839 -0.043
N -0.7354 0.1165 -2.0316 -0.441
C -0.5478 -0.0884 -0.6413 -0.073
C 0.4644 0.3607 0.0935 -0.201
C 0.3166 0.3279 1.6033 -0.429
C 1.7113 0.2651 2.2499 -0.387
C 2.2993 -1.1383 2.1138 -0.610
H 0.7568 -1.2141 -2.7406 0.170
H -0.2850 -0.2852 -3.9242 0.165
H -1.4923 -0.3397 -0.1628 0.203
H 1.3957 0.7041 -0.3470 0.197
H -0.3608 -0.4522 1.9049 0.186
H -0.0343 1.3380 1.8417 0.241
H 1.6778 0.5314 3.3084 0.203
H 2.3144 1.0516 1.7869 0.192
H 1.5502 -1.8948 2.3581 0.196
H 2.7120 -1.3292 1.1234 0.212
H 3.1209 -1.3174 2.8192 0.206
O 0.5200 -2.8633 -0.4138 -0.931
H 0.5775 -3.7879 -0.6836 0.466
H -0.4062 -2.8233 -0.1498 0.467
O -2.3097 -1.7532 1.6870 -0.943
H -2.7848 -2.5882 1.7125 0.477
H -1.3983 -1.9290 1.9386 0.471
O 0.4113 3.8454 0.9138 -0.955
H 0.0219 3.8628 0.0286 0.489
H 1.3390 3.6411 0.7856 0.464
O -0.2077 3.3077 -2.1387 -0.962
H -1.0754 2.9691 -1.9053 0.486
H 0.4184 2.5956 -2.2981 0.483
O -3.5495 -0.4560 -2.8215 -0.945
H -3.2174 -0.5544 -1.9303 0.472
H -3.1986 0.3509 -3.1970 0.476
```

Properties
Structure (SMILES): C=N/C=C/CCC.O.O.O.O.O
HOMO energy (eV): -8.81
HOMO-LUMO gap (eV): 8.98
Relative energy (zero: lowest compared OMol25 entry of this formula, charge and spin) (eV): 3.474
LUMO level (eV): 0.17